[1]
The following is a quantum chemistry calculation of a 3-piece molecular cluster, C4H13NO3 overall at a distorted geometry, from the OMol25 dataset.

Each line ends with the natural charge from an NBO analysis.
CARTESIAN COORDINATES (ANGSTROEM)
C (0.848, 1.104, -0.622)  -0.46
N (-0.517, 1.594, -0.341)  -0.63
C (-1.209, 0.931, 0.765)  -0.16
C (-1.177, -0.598, 0.788)  -0.63
C (-0.646, 1.540, 2.045)  0.45
O (-1.001, 1.328, 3.174)  -0.52
H (0.830, 0.495, -1.520)  0.20
H (1.381, 1.983, -0.995)  0.20
H (1.364, 0.596, 0.181)  0.21
H (-1.085, 1.443, -1.159)  0.36
H (-2.260, 1.233, 0.765)  0.22
H (-1.650, -0.932, 1.711)  0.23
H (-1.853, -0.985, 0.020)  0.20
H (-0.186, -1.004, 0.620)  0.21
H (0.091, 2.350, 1.862)  0.11
O (-0.214, -1.547, -2.238)  -0.94
H (-0.370, -2.263, -1.610)  0.47
H (0.281, -1.972, -2.926)  0.47
O (2.572, -1.441, -0.027)  -0.95
H (1.818, -1.561, -0.607)  0.47
H (2.983, -2.295, 0.115)  0.47

Calculated values
F_max (eV Å⁻¹): 1.97
ΔE to the lowest compared entry with this formula, charge and spin (kJ/mol): 198.8
SMILES string: CN[C@@H](C)C=O.O.O
LUMO energy (eV): 0.16
Calculated total energy (Ha): -440.63947

***

[2]
The following is a quantum chemistry calculation of a 3-piece molecular cluster, C4H13NO3 overall at a distorted geometry, from the OMol25 dataset.

Each line ends with the natural charge from an NBO analysis.
CARTESIAN COORDINATES (ANGSTROEM)
N (0.955, -1.178, 2.057)  -0.85
C (0.513, -1.849, 0.798)  -0.23
C (0.359, -0.838, -0.386)  -0.42
C (-1.199, -0.372, -0.311)  -0.51
C (-2.008, 0.469, -1.314)  0.45
O (-1.415, 1.052, -2.229)  -0.58
H (0.595, -1.561, 2.825)  0.36
H (1.875, -0.981, 2.257)  0.36
H (-0.517, -2.274, 1.183)  0.18
H (0.820, -2.876, 0.550)  0.20
H (1.161, -0.022, -0.399)  0.24
H (0.488, -1.342, -1.329)  0.21
H (-1.289, 0.262, 0.656)  0.26
H (-1.719, -1.283, -0.129)  0.22
H (-3.098, 0.650, -1.200)  0.15
O (0.951, 2.229, -2.225)  -0.98
H (0.240, 1.536, -2.350)  0.49
H (0.525, 2.923, -2.732)  0.46
O (0.745, 2.010, 1.672)  -0.97
H (1.128, 2.348, 0.817)  0.49
H (0.890, 1.096, 1.790)  0.48

Calculated values
F_max (eV Å⁻¹): 4.56
ΔE to the lowest compared entry with this formula, charge and spin (kJ/mol): 276.9
SMILES string: NCCCC=O.O.O
LUMO energy (eV): 0.75
Calculated total energy (Ha): -440.60973

***

Number 1: frontier orbital gap 9.0 eV. Number 2: frontier orbital gap 10.6 eV.